# 1
The following is a DFT calculation (ωB97M-V with the def2-TZVPD basis set) of a molecular structure, C13H16N2O6 in a non-equilibrium geometry.

Kohn-Sham gap, eV: 9.32
HOMO energy, Eh: -0.3373
DFT total energy, eV: -28999.1957
Spin multiplicity: 1

The geometry in XYZ format:
```
37
Properties=species:S:1:pos:R:3:forces:R:3:mulliken_charge:R:1
C 1.421168 -1.426463 0.656237 3.30 2.25 -1.21 0.1653
C 1.194981 -0.386485 -0.461498 0.26 -1.64 -3.44 0.5190
C 0.541878 -2.593000 0.410266 -1.85 2.04 2.87 -1.2337
C -0.870963 -1.977312 0.533172 0.03 -3.29 4.36 0.2411
C -1.493748 -1.500670 -0.546172 0.31 -0.18 -3.24 0.0488
C -1.598147 -2.188147 1.740026 -2.85 -2.72 0.25 -0.2173
C -2.889785 -1.291863 -0.638252 1.38 -0.62 3.33 -1.2820
C -3.071177 -2.039627 1.675590 4.48 -1.03 1.99 -0.7637
C -3.654302 -1.591947 0.566176 -1.68 0.57 -3.34 0.9034
C 0.974186 1.888561 -1.306045 -3.68 -1.03 0.60 -0.1060
C 2.207020 1.955278 -2.038301 2.51 6.70 0.41 0.5518
C 0.483559 3.488900 -0.838393 1.07 -2.86 -3.23 -0.5580
C 1.452834 3.589466 0.313487 -2.03 -0.56 5.05 0.4787
H 1.208941 -1.775044 2.738274 0.00 4.47 -2.74 0.3644
H 0.143521 -0.630012 1.718471 2.17 0.41 1.89 0.5393
H 2.524279 -1.605608 0.367506 -1.20 -0.25 1.16 0.4080
H 0.792662 -2.973560 -0.489328 0.18 -1.32 -3.17 0.5466
H 0.647275 -3.371391 1.143853 0.27 -0.22 0.54 0.4503
H -0.599861 -1.613274 -1.310160 -3.30 1.17 -0.06 0.3707
H -1.324666 -3.002837 2.574120 0.13 2.43 -1.76 0.1312
H -3.210880 -0.864249 -1.522601 -1.41 0.43 -1.49 0.4994
H -3.721044 -2.489750 2.441581 0.64 0.40 -0.04 0.2930
H -5.197233 -1.505843 1.685504 -0.25 -0.64 -4.00 0.3421
H 1.217857 1.202864 0.677384 0.14 1.99 5.72 0.3087
H 0.248951 1.215537 -1.918517 0.56 1.91 0.53 0.3694
H 0.802000 4.131194 -1.853670 -1.19 -1.63 3.03 0.3275
H -0.626711 3.422937 -0.606935 1.69 0.40 -0.01 0.3418
H 2.392419 4.815688 -0.864093 0.41 -1.24 4.17 0.4592
H 2.317087 0.036393 -2.484774 0.06 2.16 0.36 0.4028
N 1.227765 -0.705606 1.921569 -2.46 -4.94 1.95 -0.8646
N 1.230616 0.929368 -0.196930 -0.64 -3.35 -6.32 -0.1873
O 1.111797 -0.908330 -1.689462 0.89 2.58 3.44 -0.9576
O -5.084049 -1.670200 0.628634 1.32 1.52 3.13 -0.5652
O 2.842875 3.039298 -2.101399 -1.46 -0.82 0.10 -0.6660
O 1.185157 2.854607 1.394755 2.16 4.48 -5.07 -0.6852
O 2.403163 4.551544 0.218543 -1.24 -0.75 -3.40 -0.4805
O 2.770574 0.989584 -2.538619 1.28 -6.82 -2.35 -0.4954
```
Forces are in eV/Å.



# 2
The following is a DFT calculation (ωB97M-V with the def2-TZVPD basis set) of a molecular structure, C13H16N5S2SeZr.

Kohn-Sham gap, eV: 5.55
HOMO energy, Eh: -0.6430
DFT total energy, eV: -109461.3293
Net charge: +3
Spin multiplicity: 1

The geometry in XYZ format:
```
38
Properties=species:S:1:pos:R:3:forces:R:3:mulliken_charge:R:1
Zr 0.775734 0.703587 -0.167421 0.14 -0.05 -0.26 1.0000
C 5.132640 -1.876957 1.400419 0.01 -0.01 0.02 -0.9428
S 3.842607 -1.592188 2.630460 -0.10 0.11 -0.04 0.1618
C 2.808234 -0.438468 1.913692 0.06 -0.15 0.09 0.5904
S 3.054722 0.082996 0.201124 -0.05 0.07 -0.07 -0.3000
N 1.855479 0.069028 2.641718 0.12 -0.03 -0.11 -1.1112
N 1.076613 0.944009 1.936761 -0.24 0.06 0.30 0.3658
C 0.434057 1.868425 2.572074 0.13 -0.17 0.08 -0.3349
C -0.297232 2.840185 1.779756 0.06 0.23 -0.04 0.8814
C -0.871533 3.960545 2.337571 -0.05 -0.15 -0.05 -0.8486
C -1.479705 4.894543 1.493889 -0.01 0.03 -0.07 -0.2243
C -1.476626 4.671254 0.129444 -0.01 0.01 0.03 -0.8129
C -0.864016 3.526865 -0.363711 0.04 -0.01 -0.06 0.2386
N -0.274696 2.621599 0.429737 -0.04 0.06 0.10 -0.2100
H 5.807249 -2.574742 1.896066 0.00 0.00 -0.01 0.3593
H 5.676822 -0.962262 1.181165 0.00 0.00 0.00 0.3842
H 4.733521 -2.348107 0.505972 0.00 0.01 0.00 0.3561
H 0.504277 1.931252 3.654837 0.03 0.02 0.00 0.4667
H -0.844719 4.112558 3.408662 -0.01 -0.03 0.01 0.4621
H -1.937421 5.783685 1.908335 -0.01 0.01 -0.01 0.4796
H -1.929132 5.370124 -0.560342 -0.01 0.00 0.01 0.4298
H -0.838349 3.349372 -1.434155 0.00 -0.01 0.01 0.3744
C -2.914907 -3.644243 -0.215651 -0.04 -0.02 0.08 -0.8378
N -2.215835 -2.966399 -1.316853 0.05 0.05 0.07 0.1408
C -2.453414 -3.218843 -2.649497 -0.03 -0.04 -0.10 -0.4096
C -1.648530 -2.410235 -3.371738 -0.01 0.10 -0.01 -0.2873
N -0.928648 -1.657073 -2.460162 -0.01 -0.16 0.24 0.1669
C 0.074247 -0.673835 -2.770985 0.01 0.17 -0.08 -1.0484
C -1.289792 -2.016107 -1.211034 0.09 -0.01 -0.07 0.3530
Se -0.549687 -1.416153 0.432412 -0.15 0.02 -0.07 0.1236
H -3.167445 -4.649573 -0.539880 0.00 0.01 -0.01 0.3262
H -3.820400 -3.093994 0.031082 0.00 -0.01 0.01 0.3308
H -2.260932 -3.707107 0.649755 0.00 0.00 -0.01 0.3687
H -3.173244 -3.955424 -2.965074 0.01 0.00 -0.02 0.4804
H -1.524147 -2.297459 -4.435358 -0.02 -0.02 -0.01 0.4689
H 0.248609 -0.635279 -3.845557 0.03 -0.04 0.01 0.3383
H 1.039243 -0.935520 -2.307060 -0.04 0.01 0.02 0.4774
H -0.303657 0.339952 -2.520443 0.05 -0.03 0.02 0.2426
```
Forces are in eV/Å.